Below is 2 unconnected molecules or ions with the total composition C9H11O3 at a distorted geometry, with properties calculated with the ωB97M-V functional and the def2-TZVPD basis.

The calculation puts the total energy at -15650.7797 eV. The LUMO energy (alpha / beta) comes out at -0.0144 / -0.1371 Ha. The frontier orbital gap (alpha / beta) comes out at 7.58 / 4.23 eV. Its total charge is 0. The expectation value of S² is 0.7807. As for the energy above the lowest of the compared OMol25 structures with the same formula, charge and spin: 203.89 kJ/mol. Its spin multiplicity is 2.

Atoms and positions in Å:
C (-2.34, -4.15, 0.02)
C (-0.65, -0.27, 0.49)
C (-0.67, -0.86, -0.77)
C (-1.55, -0.75, 1.52)
C (-1.10, -2.15, -0.93)
C (-1.99, -2.05, 1.32)
C (-1.76, -2.74, 0.13)
O (-0.07, 0.88, 0.77)
H (0.73, 1.37, 0.07)
H (-0.16, -0.30, -1.62)
H (-1.82, -0.08, 2.37)
H (-1.13, -2.60, -1.97)
H (-2.45, -2.53, 2.18)
H (-2.76, -4.30, -1.05)
H (-3.04, -4.22, 0.73)
H (-1.51, -4.88, 0.26)
C (2.55, 3.12, 0.66)
C (2.37, 2.78, -0.70)
O (1.39, 2.03, -0.98)
O (3.09, 3.39, -1.58)
H (2.81, 2.19, 1.27)
H (1.65, 3.46, 1.14)
H (3.34, 3.93, 0.60)